Entry 1:
Formula: C28H47BBaN7O6
Source: the OMol25 dataset
Level of theory: ωB97M-V/def2-TZVPD

Atoms and positions in Å:
1 Ba -0.63386 -0.46216 0.24678
2 C 2.21604 0.67678 2.50529
3 O 1.25351 1.29993 1.67222
4 C 0.80722 2.52892 2.19894
5 C -0.18907 3.12688 1.22812
6 O -1.28594 2.27736 0.97060
7 C -2.42752 2.44658 1.79791
8 C -2.28344 1.78547 3.15545
9 O -1.67912 0.52228 2.99104
10 C -1.67151 -0.22658 4.18877
11 H 3.07537 1.34290 2.65265
12 H 2.52548 -0.23574 2.00520
13 H 1.77829 0.42839 3.47766
14 H 1.65229 3.22563 2.30915
15 H 0.37214 2.37054 3.19270
16 H 0.30303 3.27887 0.26631
17 H -0.53507 4.10312 1.58597
18 H -3.25335 1.99786 1.25575
19 H -2.65035 3.51113 1.91843
20 H -3.28674 1.67852 3.58932
21 H -1.68431 2.39094 3.85176
22 H -2.69505 -0.43131 4.52326
23 H -1.14467 0.31933 4.98252
24 H -1.15140 -1.15615 3.97718
25 C 0.09810 -2.48831 -2.50572
26 N 0.07693 -1.02813 -2.58464
27 C -1.09385 -0.59108 -3.33335
28 C 1.32810 -0.57706 -3.17937
29 C 1.48972 0.92554 -3.32946
30 N 1.53438 1.68691 -2.08842
31 C 1.56500 3.10327 -2.41239
32 C 2.71701 1.35388 -1.30303
33 H 0.14287 -2.93691 -3.51182
34 H -0.79314 -2.85543 -1.99662
35 H 0.96826 -2.81060 -1.93496
36 H -1.07641 -0.95692 -4.37385
37 H -1.17291 0.49340 -3.33986
38 H -1.99596 -0.97270 -2.85268
39 H 1.43690 -1.00969 -4.19187
40 H 2.13627 -0.98388 -2.56877
41 H 0.67886 1.32813 -3.94016
42 H 2.42044 1.08833 -3.90743
43 H 2.47149 3.36812 -2.98593
44 H 1.55904 3.69597 -1.49725
45 H 0.69464 3.38321 -3.00496
46 H 3.64023 1.52930 -1.88592
47 H 2.68425 0.32030 -0.96298
48 H 2.74464 1.98692 -0.41574
49 C 5.71227 -3.79462 -1.84494
50 O 5.23186 -4.59472 -0.78692
51 C 4.15231 -4.12824 -0.09316
52 C 3.68651 -4.97645 0.92809
53 C 2.61011 -4.56753 1.66895
54 C 1.95446 -3.33765 1.46921
55 C 0.85129 -2.95941 2.34228
56 C 0.26823 -3.98866 3.28222
57 O 0.35485 -1.82709 2.35512
58 C 2.39469 -2.49328 0.39316
59 O 1.81713 -1.40854 0.05398
60 C 3.53556 -2.93011 -0.35269
61 H 6.55519 -4.33120 -2.27439
62 H 6.04809 -2.81737 -1.48666
63 H 4.94668 -3.64663 -2.61167
64 H 4.17796 -5.92396 1.09814
65 H 2.25104 -5.22758 2.44689
66 H 1.01635 -4.41787 3.94969
67 H -0.18540 -4.78136 2.68423
68 H -0.51532 -3.51284 3.86638
69 H 3.86350 -2.27218 -1.14564
70 B -3.98337 1.87690 -1.89573
71 N -4.28166 0.98634 -0.65307
72 C -5.40520 1.03051 0.07940
73 C -5.33056 0.06384 1.06423
74 C -4.08724 -0.54211 0.84597
75 N -3.46015 0.02261 -0.18477
76 N -3.15428 3.13553 -1.50338
77 C -1.94608 3.46665 -1.98891
78 C -1.59431 4.70396 -1.48395
79 C -2.68427 5.04152 -0.66627
80 N -3.61955 4.09741 -0.68929
81 H -5.05222 2.22366 -2.34577
82 H -3.32093 1.25013 -2.68867
83 H -6.17559 1.74261 -0.16397
84 H -6.07181 -0.18765 1.80368
85 H -3.63793 -1.38214 1.35698
86 H -1.43514 2.79328 -2.65646
87 H -0.69740 5.26936 -1.67591
88 H -2.83654 5.93356 -0.07572
89 N -1.89881 -4.27204 0.73419
90 C -1.72113 -3.16866 0.40934

Calculated values
energy relative to the best compared isomer or geometry (same formula, charge and spin): 1.3 kJ/mol
charge: -1
LUMO energy: 2.09 eV

***

Entry 2:
Formula: C28H47BNO20PS
Source: the OMol25 dataset
Level of theory: ωB97M-V/def2-TZVPD

Atoms and positions in Å:
1 N -4.49186 -3.46631 3.54994
2 C -3.51431 -4.57515 3.90748
3 B -2.52794 -3.88124 5.03490
4 C -1.19902 -3.11783 4.51398
5 C -0.72091 -2.01211 5.58193
6 C -0.03650 -0.72211 4.91663
7 O 0.08313 -0.55698 3.68002
8 O 0.47763 0.23928 5.84716
9 P -3.09770 -4.02483 6.86367
10 S -1.63378 -4.14331 8.14564
11 H -4.03144 -2.94554 2.79473
12 H -5.37645 -3.89207 3.25192
13 H -4.06049 -5.43072 4.45846
14 H -2.94104 -4.93576 2.98970
15 H -0.30416 -3.83692 4.38140
16 H -1.40778 -2.69281 3.47288
17 H -1.53381 -1.65800 6.29865
18 H 0.10990 -2.51243 6.20896
19 H 0.22990 -0.07112 6.75729
20 H -4.03492 -2.97287 7.22214
21 H -3.84570 -5.26759 6.94982
22 C -0.29299 2.21704 2.17468
23 C 0.96565 2.54173 1.40153
24 C 1.25623 4.01062 1.31208
25 O 1.96856 4.11046 0.08137
26 C 1.55891 3.06921 -0.69259
27 O 1.80774 2.95481 -1.86069
28 O 0.82972 2.17545 0.02818
29 H -1.18285 2.56902 1.64439
30 H -0.40024 1.13605 2.27989
31 H -0.27335 2.66116 3.17159
32 H 1.81622 1.99078 1.81755
33 H 1.87199 4.36151 2.14226
34 H 0.35793 4.63147 1.24781
35 C 0.67651 0.19749 -3.12996
36 C 1.19236 -0.39168 -4.42432
37 C 0.72725 0.34281 -5.64693
38 O 0.71718 -0.68240 -6.63718
39 C 0.52922 -1.85977 -5.97974
40 O 0.27695 -2.90131 -6.51724
41 O 0.66322 -1.70042 -4.63625
42 H -0.40656 0.07130 -3.04371
43 H 1.11905 -0.32272 -2.27682
44 H 0.91929 1.25948 -3.05051
45 H 2.28490 -0.46793 -4.39574
46 H 1.40929 1.14625 -5.93142
47 H -0.28406 0.75040 -5.55510
48 C 0.81096 9.62494 3.27081
49 C 0.52758 8.26124 2.67836
50 C -0.87480 8.10697 2.16597
51 O -1.10662 6.71037 2.31972
52 C -0.30385 6.28822 3.33503
53 O -0.38300 5.21210 3.85948
54 O 0.59953 7.24708 3.67850
55 H 0.23951 9.78087 4.18982
56 H 1.86637 9.70553 3.54290
57 H 0.57432 10.42290 2.56365
58 H 1.26437 8.02572 1.90234
59 H -0.96740 8.39958 1.11848
60 H -1.61867 8.65191 2.75484
61 C 1.96639 0.18527 12.04464
62 C 1.71878 0.17653 10.55151
63 C 0.35490 -0.32238 10.17057
64 O 0.57989 -0.87596 8.87779
65 C 1.89027 -1.24896 8.83286
66 O 2.37039 -1.92191 7.96883
67 O 2.57798 -0.75635 9.89899
68 H 2.00237 -0.83220 12.44318
69 H 2.93602 0.63976 12.26297
70 H 1.19378 0.74835 12.57280
71 H 1.91299 1.16923 10.13020
72 H -0.38163 0.48187 10.12215
73 H -0.02270 -1.11126 10.82769
74 C -1.01870 -5.27979 -7.48259
75 C -0.18850 -6.42930 -6.95593
76 C 0.35706 -7.32120 -8.03273
77 O 0.45987 -8.57741 -7.36988
78 C -0.47081 -8.57422 -6.37561
79 O -0.79046 -9.54068 -5.74585
80 O -0.99049 -7.32920 -6.19269
81 H -1.94595 -5.64012 -7.93813
82 H -1.31012 -4.62089 -6.66337
83 H -0.46499 -4.69282 -8.21730
84 H 0.60977 -6.05221 -6.30724
85 H 1.33562 -6.99166 -8.38685
86 H -0.31313 -7.43218 -8.89057
87 C -0.41320 0.37215 -9.71528
88 C 0.84767 0.68819 -10.49020
89 C 1.14076 2.15711 -10.59029
90 O 1.85271 2.24635 -11.81957
91 C 1.44288 1.19885 -12.58785
92 O 1.69178 1.07614 -13.75119
93 O 0.71186 0.31072 -11.85821
94 H -1.30156 0.72091 -10.24926
95 H -0.52355 -0.70902 -9.60076
96 H -0.39388 0.82439 -8.72162
97 H 1.69741 0.13935 -10.06924
98 H 1.75641 2.51387 -9.76231
99 H 0.24296 2.77883 -10.66002

Calculated values
SMILES string: NCB(CCC(=O)O)[PH2]=S.C[C@@H]1COC(=O)O1.C[C@@H]1COC(=O)O1.C[C@@H]1COC(=O)O1.C[C@@H]1COC(=O)O1.C[C@@H]1COC(=O)O1.C[C@@H]1COC(=O)O1
charge: 0
LUMO energy: -0.67 eV

***

Entry 3:
Formula: C28H47BrNO3P3Pd
Source: the OMol25 dataset
Level of theory: ωB97M-V/def2-TZVPD

Atoms and positions in Å:
1 C -0.61527 6.15125 -3.78594
2 C -0.77395 4.83389 -4.31580
3 C -1.12931 4.70884 -5.67951
4 C -1.33885 5.86421 -6.42999
5 N -1.19779 7.08361 -5.91803
6 C -0.84362 7.23300 -4.64354
7 C -0.62246 3.61787 -3.61993
8 C -0.88585 2.74440 -2.74891
9 C -1.64415 2.30394 -1.58132
10 C -0.76924 2.16092 -0.47279
11 C -1.36807 1.84975 0.77959
12 C -2.73179 1.53510 0.87558
13 C -3.55511 1.64911 -0.26364
14 C -3.02211 1.99166 -1.49768
15 Pd -0.29080 0.99105 -2.23515
16 P 2.13182 -1.25608 0.60343
17 H -1.27398 3.72794 -6.12868
18 H -0.34996 6.34246 -2.74600
19 H -1.63031 5.77524 -7.47700
20 H -0.73858 8.25962 -4.28537
21 H -3.55345 1.86600 -2.43255
22 H 0.16181 2.73229 -0.41817
23 H -4.60531 1.40099 -0.15620
24 H -0.70373 1.83122 1.61478
25 C 2.18886 -2.78925 1.66054
26 C 3.02381 -3.99054 1.24515
27 H 1.13974 -3.08975 1.78853
28 H 2.52720 -2.40734 2.63589
29 H 2.94015 -4.75061 2.03497
30 H 2.67091 -4.45332 0.31559
31 H 4.09097 -3.75972 1.13964
32 C 2.69268 -1.71460 -1.09851
33 C 3.23239 -0.48569 -1.83528
34 H 1.83145 -2.11938 -1.65627
35 H 3.43001 -2.52752 -1.01529
36 H 3.05733 -0.59232 -2.90886
37 H 2.70459 0.42100 -1.51509
38 H 4.30468 -0.34210 -1.68050
39 C 3.70174 -0.49880 1.22336
40 C 4.98526 -1.27710 0.95829
41 H 3.54492 -0.35490 2.30152
42 H 3.74294 0.49280 0.75316
43 H 5.83793 -0.58871 1.02162
44 H 5.15142 -2.05951 1.70801
45 H 5.02356 -1.73864 -0.03640
46 Br -3.26834 0.56013 2.35437
47 P -2.16034 -2.98663 -1.12585
48 C -0.46159 -3.19919 -0.48781
49 C 0.11638 -4.47230 -1.10567
50 H -0.49763 -3.26025 0.60916
51 H 0.09791 -2.29695 -0.77091
52 H 1.19480 -4.38788 -1.27555
53 H -0.06554 -5.34069 -0.46018
54 H -0.36207 -4.68052 -2.07350
55 C -3.10991 -2.94544 0.46325
56 C -4.52121 -3.45854 0.17952
57 H -3.11594 -1.91791 0.86372
58 H -2.60203 -3.61096 1.17981
59 H -5.09505 -3.55387 1.10582
60 H -5.05602 -2.77652 -0.49261
61 H -4.46688 -4.44408 -0.29635
62 C -2.31665 -1.27662 -1.69492
63 C -2.71467 -1.28046 -3.16329
64 H -1.32452 -0.79309 -1.51493
65 H -3.05622 -0.77373 -1.06615
66 H -2.95935 -0.27285 -3.50522
67 H -1.89603 -1.66506 -3.78071
68 H -3.58854 -1.92063 -3.32604
69 C 2.56232 0.78639 5.24588
70 O 2.07669 -0.16256 4.27129
71 P 0.80684 0.14541 3.27373
72 O -0.51329 -0.12752 4.20976
73 C -0.49314 -0.69753 5.52973
74 O 0.81520 1.78437 3.17806
75 C -0.10549 2.73189 3.77031
76 H 3.33869 1.41235 4.78809
77 H 3.00496 0.18075 6.04406
78 H 1.77112 1.42613 5.67724
79 H -0.37481 -1.78729 5.47641
80 H 0.30005 -0.26229 6.15663
81 H -1.46772 -0.45380 5.96201
82 H -1.14298 2.58563 3.44514
83 H -0.05548 2.70891 4.86444
84 H 0.23399 3.71092 3.41402

Calculated values
energy relative to the best compared isomer or geometry (same formula, charge and spin): 174.9 kJ/mol
charge: +4
multiplicity: 5
LUMO energy (alpha / beta): -12.02 / -14.34 eV
expectation value of S²: 6.08

***

Entry 4:
Formula: C28H47Cl3N2O3PSiSm
Source: the OMol25 dataset
Level of theory: ωB97M-V/def2-TZVPD

Atoms and positions in Å:
1 C 3.09796 -2.91233 -3.39537
2 C 2.42493 -2.04678 -4.40928
3 H 2.64903 -3.92066 -3.33640
4 H 3.06755 -2.45111 -2.39757
5 H 4.15822 -3.05149 -3.70064
6 C 2.25823 -2.54140 -5.65978
7 C 2.62420 -3.91369 -6.13900
8 H 1.91163 -1.90808 -6.47361
9 H 2.16044 -4.72673 -5.56696
10 H 3.70367 -4.12558 -6.18863
11 H 2.26778 -4.02747 -7.17321
12 Sm 1.28010 0.00905 1.47634
13 Cl 2.76085 -0.31150 3.51036
14 Cl 2.86804 1.06506 -0.19703
15 C 0.44328 3.03618 1.38632
16 O 0.07565 1.87747 1.77553
17 N -0.36695 3.87331 0.75482
18 C -1.76235 3.54202 0.49620
19 C 0.21260 5.01159 0.05753
20 H 1.47435 3.36542 1.52046
21 H -2.21361 3.05973 1.36520
22 H -1.88886 2.88478 -0.37721
23 H -2.26543 4.49292 0.31048
24 H 1.07732 5.33090 0.64907
25 H -0.56211 5.78506 -0.00576
26 H 0.55309 4.72293 -0.95292
27 H -0.44702 -5.58369 3.04383
28 H -0.09770 -3.71062 -0.01165
29 C -1.33315 -5.05025 2.67677
30 C -1.06304 -3.95218 0.44197
31 N -0.96126 -3.86794 1.90010
32 H -1.95896 -4.78229 3.53075
33 C -0.45092 -2.77563 2.42993
34 O -0.00413 -1.82007 1.70348
35 H -1.80357 -3.22497 0.09069
36 H -0.36622 -2.70819 3.52380
37 H -1.89025 -5.71263 2.00785
38 H -1.37530 -4.96943 0.20343
39 O 1.62775 -0.43617 -2.70517
40 C 2.25528 -0.57810 -4.00196
41 C 0.57782 -0.08251 -5.89637
42 C 1.66052 0.32031 -5.10365
43 H 0.15589 -1.08815 -5.77892
44 C 0.07633 0.74981 -6.91486
45 H 3.28654 -0.21489 -3.81038
46 C 2.31791 1.51615 -5.43918
47 H -0.82204 0.44913 -7.48241
48 C 0.70988 1.96536 -7.20000
49 C 1.85198 2.33013 -6.47821
50 H 3.22617 1.77884 -4.90324
51 H 0.32575 2.62341 -7.98606
52 H 2.36943 3.26058 -6.72212
53 Si -0.10218 -0.32036 -2.47350
54 Cl -0.29676 -2.44366 -2.43653
55 C -1.61031 -0.53928 -3.70078
56 C -0.00818 1.69058 -2.80202
57 C -0.80794 0.22062 -0.80486
58 H -1.58813 0.13004 -4.57641
59 H -2.56134 -0.38688 -3.14300
60 H -1.68976 -1.58123 -4.10839
61 H -0.99301 -0.61935 -0.11892
62 H -1.77199 0.59953 -1.23339
63 H -0.36252 1.11180 -0.33244
64 H 0.15429 1.85018 -3.88682
65 H 0.85587 2.07668 -2.21775
66 H -0.94138 2.19877 -2.47889
67 C 0.37213 -0.82445 6.49276
68 P -0.98997 -0.14640 5.41473
69 C -2.28551 -1.30028 5.88916
70 C -1.41957 1.31041 6.40861
71 C -0.41130 2.23885 6.73643
72 C -0.70338 3.37117 7.49885
73 C -2.01825 3.61016 7.92572
74 C -3.03756 2.71211 7.56692
75 C -2.74269 1.58634 6.78978
76 H 0.85904 -1.64594 5.94626
77 H -0.06576 -1.19958 7.43638
78 H 1.12811 -0.05121 6.70485
79 H -2.38134 -1.35586 6.97500
80 H -3.24411 -1.00262 5.46232
81 H -2.05030 -2.29936 5.50600
82 H 0.61483 2.06804 6.40886
83 H 0.09608 4.06921 7.76504
84 H -2.24905 4.49798 8.53044
85 H -4.06815 2.89699 7.89977
86 H -3.55723 0.92138 6.50851

Calculated values
charge: 0
multiplicity: 6
LUMO energy (alpha / beta): -0.80 / 0.01 eV
expectation value of S²: 8.76

***

Question: Among the records above, which one has the highest charge?
Answer: C28H47BrNO3P3Pd

***

Question: Among the records above, which one has the lowest charge?
Answer: C28H47BBaN7O6

***

Question: Which value of charge does entry 2 give?
Answer: 0

***

Question: What is the charge in the second record?
Answer: 0